No. 1
Molecular formula: C18H22N2O4
Method: DFT, the ωB97M-V functional and the def2-TZVPD basis

Geometry as XYZ:
```
46
C18H22N2O4, DFT the ωB97M-V functional and the def2-TZVPD basis
C -5.699 -2.709 0.424
O -5.322 -1.377 0.680
C -4.187 -0.901 0.099
C -3.341 -1.634 -0.720
C -2.214 -1.023 -1.249
C -1.903 0.292 -0.964
C -0.690 0.933 -1.563
O -0.680 1.344 -2.699
C 0.558 0.936 -0.712
C 0.333 1.009 0.797
C 1.672 0.904 1.523
C 2.406 -0.372 1.098
N 2.585 -0.484 -0.340
C 3.635 0.370 -0.868
C 4.963 -0.106 -0.388
C 5.473 -1.432 -0.431
C 6.709 -1.313 0.122
O 6.930 -0.040 0.467
N 5.842 0.698 0.151
C 1.324 -0.377 -1.028
C -2.768 1.039 -0.147
O -2.417 2.336 0.063
C -3.272 3.149 0.830
C -3.897 0.436 0.378
H -5.878 -2.877 -0.643
H -6.627 -2.863 0.972
H -4.946 -3.417 0.783
H -3.543 -2.664 -0.963
H -1.563 -1.587 -1.900
H 1.179 1.776 -1.042
H -0.163 1.945 1.054
H -0.314 0.184 1.108
H 2.288 1.776 1.292
H 1.515 0.885 2.603
H 3.388 -0.420 1.573
H 1.828 -1.245 1.418
H 3.612 0.290 -1.959
H 3.534 1.431 -0.600
H 4.980 -2.302 -0.806
H 7.496 -2.014 0.318
H 1.497 -0.455 -2.104
H 0.706 -1.225 -0.711
H -4.268 3.219 0.381
H -2.811 4.135 0.837
H -3.360 2.782 1.857
H -4.590 0.969 1.009
```

Results
SMILES   COc1ccc(C(=O)[C@H]2CCCN(Cc3ccon3)C2)c(OC)c1
Max |F|   1.236 eV Å⁻¹
E_HOMO   -8.43 eV
E_tot   -1109.49552 Eh
Multiplicity   1
Frontier orbital gap   9.12 eV
ΔE to the lowest compared entry with this formula, charge and spin   106.5 kcal/mol
Net charge   0

These are the Mulliken partial charges, in e, on atoms 1 to 5: number 1, C, carries -0.855; number 2, O, carries -0.451; number 3, C, carries 0.495; number 4, C, carries -0.879; number 5, C, carries -0.529

No. 2
Molecular formula: C18H22N3O8P2Pt
Method: DFT, the ωB97M-V functional and the def2-TZVPD basis

Geometry as XYZ:
```
54
C18H22N3O8P2Pt, DFT the ωB97M-V functional and the def2-TZVPD basis
Pt 0.171 0.249 -0.316
C -1.962 3.269 -2.741
C -1.956 2.727 -4.015
C -1.468 1.441 -4.204
C -0.987 0.737 -3.122
N -0.954 1.291 -1.893
C -1.448 2.522 -1.701
C -0.558 -0.669 -3.167
C -0.673 -1.505 -4.261
C -0.363 -2.849 -4.108
C 0.015 -3.332 -2.865
C 0.123 -2.444 -1.812
N -0.128 -1.144 -1.995
C 0.405 -2.821 -0.419
C 0.751 -4.090 -0.009
C 0.890 -4.350 1.349
C 0.658 -3.336 2.261
C 0.342 -2.075 1.791
N 0.239 -1.830 0.478
H -2.363 4.254 -2.546
H -2.342 3.291 -4.855
H -1.477 0.997 -5.189
H -1.447 2.902 -0.694
H -1.024 -1.129 -5.211
H -0.455 -3.525 -4.948
H 0.197 -4.387 -2.718
H 0.903 -4.878 -0.732
H 1.162 -5.342 1.686
H 0.724 -3.506 3.326
H 0.160 -1.253 2.463
C 0.662 4.447 2.548
C 0.440 3.166 1.798
O 0.703 3.173 0.474
P -1.180 2.247 2.081
O -2.172 3.442 1.928
O -1.211 1.788 3.551
O -1.359 1.177 1.048
P 1.758 1.672 2.498
O 3.110 2.277 1.989
O 1.456 1.736 3.933
O 1.341 0.529 1.616
H -0.143 5.142 2.290
H 1.613 4.910 2.274
H 0.644 4.287 3.625
H 1.257 3.934 0.221
H -3.049 3.390 2.347
H -0.383 1.638 4.050
H 3.696 2.667 2.662
C 3.024 -0.899 -1.490
O 2.289 0.256 -0.978
H 3.089 -1.677 -0.731
H 4.016 -0.577 -1.786
H 2.489 -1.257 -2.364
H 2.755 0.597 -0.200
```

Results
Max |F|   0.755 eV Å⁻¹
E_HOMO (spin up / spin down)   -17.82 / -17.80 eV
Expectation value of S²   6.013
E_tot   -2266.44735 Eh
Multiplicity   5
Frontier orbital gap (spin up / spin down)   8.42 / 5.38 eV
ΔE to the lowest compared entry with this formula, charge and spin   9.5 kcal/mol
Net charge   +3

These are the Mulliken partial charges, in e, on atoms 1 to 5: number 1, Pt, carries 2.254; number 2, C, carries -1.043; number 3, C, carries -0.515; number 4, C, carries -0.751; number 5, C, carries 0.997

No. 3
Molecular formula: C18H22N4O2
Method: DFT, the ωB97M-V functional and the def2-TZVPD basis

Geometry as XYZ:
```
46
C18H22N4O2, DFT the ωB97M-V functional and the def2-TZVPD basis
C -8.411 0.767 0.503
C -7.707 -0.568 0.716
C -6.183 -0.452 0.707
C -5.627 -0.063 -0.670
C -4.146 -0.050 -0.639
N -3.392 0.992 -0.604
C -2.103 0.509 -0.544
C -0.876 1.149 -0.491
C 0.259 0.354 -0.414
C 1.586 1.039 -0.364
O 1.820 2.072 -0.962
N 2.492 0.447 0.450
C 3.879 0.844 0.452
C 4.731 -0.340 0.134
N 4.313 -1.579 0.232
C 5.365 -2.358 -0.131
C 6.432 -1.574 -0.451
N 6.020 -0.279 -0.287
C 6.835 0.894 -0.470
C 7.491 1.331 0.838
C 0.171 -1.045 -0.428
C -1.045 -1.696 -0.499
C -2.174 -0.900 -0.544
O -3.485 -1.241 -0.607
H -9.486 0.646 0.615
H -8.070 1.496 1.234
H -8.217 1.159 -0.491
H -8.012 -0.978 1.682
H -8.021 -1.274 -0.056
H -5.751 -1.412 0.998
H -5.869 0.295 1.439
H -5.963 0.933 -0.952
H -5.963 -0.789 -1.414
H -0.794 2.223 -0.505
H 2.315 -0.469 0.832
H 4.150 1.254 1.436
H 3.992 1.637 -0.295
H 5.281 -3.426 -0.138
H 7.421 -1.816 -0.782
H 6.211 1.700 -0.863
H 7.604 0.659 -1.211
H 8.118 2.201 0.665
H 6.736 1.587 1.577
H 8.108 0.529 1.238
H 1.076 -1.635 -0.418
H -1.114 -2.772 -0.521
```

Results
SMILES   CCCCc1nc2cc(C(=O)NCc3nccn3CC)ccc2o1
Max |F|   1.290 eV Å⁻¹
E_HOMO   -8.75 eV
E_tot   -1068.66059 Eh
Multiplicity   1
Frontier orbital gap   9.59 eV
ΔE to the lowest compared entry with this formula, charge and spin   15.8 kcal/mol
Net charge   0

These are the Mulliken partial charges, in e, on atoms 1 to 5: number 1, C, carries -1.155; number 2, C, carries -0.438; number 3, C, carries -0.528; number 4, C, carries -0.647; number 5, C, carries 0.558

No. 4
Molecular formula: C18H22N4O2
Method: DFT, the ωB97M-V functional and the def2-TZVPD basis

Geometry as XYZ:
```
46
C18H22N4O2, DFT the ωB97M-V functional and the def2-TZVPD basis
C -7.061 -0.825 -0.562
C -6.418 -0.378 0.745
C -6.160 1.128 0.811
C -5.201 1.634 -0.276
C -3.901 0.924 -0.210
N -3.004 1.052 0.705
C -2.002 0.173 0.360
C -0.794 -0.137 0.963
C 0.013 -1.078 0.340
C 1.313 -1.415 1.000
O 1.445 -1.427 2.208
N 2.318 -1.716 0.145
C 3.673 -1.964 0.601
C 4.560 -0.797 0.320
C 4.572 0.447 0.971
C 5.542 1.181 0.322
C 6.036 2.564 0.541
N 6.041 0.378 -0.647
C 7.082 0.684 -1.583
N 5.451 -0.816 -0.659
C -0.393 -1.715 -0.840
C -1.603 -1.429 -1.446
C -2.390 -0.472 -0.834
O -3.604 0.019 -1.184
H -6.375 -0.705 -1.397
H -7.338 -1.875 -0.504
H -7.960 -0.245 -0.763
H -5.476 -0.913 0.889
H -7.074 -0.646 1.576
H -7.107 1.664 0.711
H -5.731 1.370 1.784
H -5.630 1.483 -1.267
H -5.025 2.699 -0.121
H -0.484 0.327 1.884
H 2.200 -1.543 -0.841
H 3.607 -2.140 1.678
H 4.068 -2.850 0.098
H 3.958 0.748 1.794
H 5.492 3.021 1.362
H 5.897 3.172 -0.354
H 7.099 2.561 0.785
H 8.014 0.918 -1.064
H 7.228 -0.193 -2.210
H 6.803 1.535 -2.209
H 0.236 -2.477 -1.276
H -1.921 -1.928 -2.346
```

Results
SMILES   CCCCc1nc2cc(C(=O)NCc3cc(C)n(C)n3)ccc2o1
Max |F|   1.275 eV Å⁻¹
E_HOMO   -8.88 eV
E_tot   -1068.64687 Eh
Multiplicity   1
Frontier orbital gap   9.69 eV
ΔE to the lowest compared entry with this formula, charge and spin   24.5 kcal/mol
Net charge   0

These are the Mulliken partial charges, in e, on atoms 1 to 5: number 1, C, carries -1.155; number 2, C, carries -0.325; number 3, C, carries -0.768; number 4, C, carries -0.851; number 5, C, carries 0.674